1.
This record from the Open Molecules 2025 dataset describes 2 unconnected molecules or ions with the total composition C19H38F3N4O4PS. The level of theory is wB97M-V/def2-TZVPD.

CARTESIAN COORDINATES (ANGSTROEM)
C  -6.334  3.322  -3.232
C  -6.076  1.870  -2.796
P  -4.747  1.915  -1.551
C  -3.284  2.322  -2.614
C  -2.362  3.371  -1.951
N  -4.523  0.188  -1.283
C  -3.434  -0.389  -0.788
N  -3.283  -1.695  -0.561
C  -2.064  -1.840  -0.060
C  -1.452  -3.137  0.318
C  -0.024  -3.073  0.880
C  1.060  -3.315  -0.195
C  1.564  -2.014  -0.820
C  2.745  -1.320  -0.087
C  3.145  -1.863  1.288
C  3.863  -0.789  2.119
C  2.875  0.172  2.775
C  3.510  1.479  3.240
C  2.536  2.401  3.991
C  3.086  2.949  5.318
O  2.806  4.323  5.505
C  1.524  4.569  6.043
N  -1.460  -0.660  0.048
N  -2.328  0.283  -0.421
H  -7.388  3.456  -3.469
H  -5.767  3.586  -4.121
H  -6.099  4.025  -2.431
H  -6.968  1.464  -2.316
H  -5.834  1.230  -3.646
H  -3.647  2.707  -3.566
H  -2.726  1.416  -2.854
H  -1.327  3.035  -1.901
H  -2.686  3.581  -0.927
H  -2.409  4.318  -2.479
H  -5.292  -0.445  -1.452
H  -2.130  -3.566  1.062
H  -1.513  -3.794  -0.550
H  0.159  -2.119  1.383
H  0.067  -3.825  1.664
H  0.599  -3.894  -0.998
H  1.873  -3.929  0.182
H  1.866  -2.230  -1.840
H  0.737  -1.308  -0.918
H  3.622  -1.390  -0.729
H  2.512  -0.256  0.020
H  3.801  -2.724  1.164
H  2.281  -2.190  1.872
H  4.469  -1.260  2.895
H  4.522  -0.227  1.451
H  2.422  -0.325  3.640
H  2.053  0.396  2.085
H  3.906  1.998  2.366
H  4.349  1.231  3.895
H  2.314  3.284  3.388
H  1.583  1.893  4.161
H  2.707  2.372  6.169
H  4.173  2.859  5.323
H  1.544  4.526  7.135
H  0.784  3.859  5.662
H  1.214  5.566  5.732
H  -0.523  -0.469  0.366
H  -2.099  1.263  -0.428
C  1.419  -4.388  -5.908
F  1.073  -5.680  -5.803
F  1.989  -4.215  -7.106
F  0.280  -3.668  -5.895
S  2.546  -3.878  -4.545
O  3.682  -4.752  -4.713
O  1.741  -4.124  -3.360
O  2.777  -2.476  -4.828

Properties
HOMO level ... -7.7 eV
Gap between HOMO and LUMO ... 0.25749 Ha
DFT total energy ... -2305.82026 a.u.

***

2.
This record from the Open Molecules 2025 dataset describes a molecular structure, C19H38N3S2Se2Si2Ti. The level of theory is wB97M-V/def2-TZVPD.

CARTESIAN COORDINATES (ANGSTROEM)
Ti  -0.636  0.050  0.605
C  -1.658  -4.436  -2.258
Se  -1.321  -3.646  -0.515
C  0.544  -4.193  -0.364
C  1.519  -3.173  -0.918
Se  1.577  -1.472  0.048
C  2.171  -2.196  1.750
H  -1.610  -5.520  -2.201
H  -0.947  -4.054  -2.986
H  -2.660  -4.129  -2.550
H  0.643  -5.147  -0.886
H  0.731  -4.380  0.693
H  1.280  -2.911  -1.949
H  2.538  -3.567  -0.903
H  3.114  -2.722  1.610
H  1.420  -2.857  2.174
H  2.319  -1.332  2.396
C  1.748  0.942  -2.560
Si  0.294  2.083  -2.212
C  -0.150  2.848  -3.886
C  0.927  3.486  -1.136
C  -1.106  1.192  -1.369
C  -1.973  2.055  -0.533
C  -2.495  3.319  -0.855
C  -3.312  3.970  0.044
C  -3.613  3.374  1.268
C  -3.057  2.144  1.539
N  -2.268  1.513  0.667
Si  -2.186  0.151  -2.449
C  -1.160  -1.062  -3.456
C  -3.476  -0.771  -1.423
C  -3.231  1.135  -3.673
H  2.417  1.404  -3.291
H  1.432  -0.025  -2.962
H  2.321  0.758  -1.650
H  0.694  3.442  -4.248
H  -1.019  3.508  -3.828
H  -0.363  2.089  -4.643
H  1.822  3.919  -1.592
H  1.193  3.128  -0.140
H  0.196  4.289  -1.021
H  -2.258  3.761  -1.814
H  -3.724  4.941  -0.203
H  -4.252  3.859  1.992
H  -3.228  1.634  2.480
H  -0.505  -1.651  -2.809
H  -0.538  -0.538  -4.185
H  -1.810  -1.748  -4.007
H  -3.074  -1.338  -0.582
H  -4.030  -1.467  -2.061
H  -4.198  -0.057  -1.018
H  -2.629  1.648  -4.424
H  -3.829  1.887  -3.152
H  -3.925  0.470  -4.196
C  -0.485  -0.417  4.671
N  -0.471  -1.807  4.229
C  -1.169  -2.265  3.196
N  -1.066  -3.579  2.913
S  -2.192  -1.264  2.277
H  0.154  -0.343  5.548
H  -1.499  -0.120  4.934
H  -0.110  0.241  3.888
H  0.162  -2.436  4.694
H  -0.627  -4.224  3.549
H  -1.634  -3.947  2.165
S  1.971  1.642  2.405
C  0.761  0.955  1.641

Properties
⟨S²⟩ ... 3.766
Multiplicity ... 4
HOMO level (spin up / spin down) ... -5.9 / -7.5 eV
Gap between HOMO and LUMO (spin up / spin down) ... 0.21525 / 0.27383 Ha
DFT total energy ... -7938.76351 a.u.

***

3.
This record from the Open Molecules 2025 dataset describes 3 unconnected molecules or ions with the total composition C19H38N4O8P3S in a non-equilibrium geometry. The level of theory is wB97M-V/def2-TZVPD.

CARTESIAN COORDINATES (ANGSTROEM)
C  -0.268  3.841  6.302
C  -0.996  2.669  5.640
O  -0.272  1.447  5.665
C  0.777  1.363  4.750
C  0.267  1.262  3.316
C  -0.372  0.076  2.912
P  -0.633  -1.269  4.183
C  0.266  -2.800  3.720
C  -2.422  -1.593  4.352
C  -0.805  -0.011  1.587
C  -1.488  -1.292  1.180
O  -2.659  -1.338  1.373
O  -0.840  -2.304  0.650
C  0.588  -2.262  0.560
C  -0.678  1.083  0.707
P  -1.498  0.890  -0.970
S  -0.783  -0.513  -2.089
C  -0.023  2.231  1.152
P  0.134  3.598  -0.078
O  -1.201  4.060  -0.463
O  0.954  2.845  -1.185
O  1.057  4.788  0.366
N  0.425  2.286  2.447
C  1.086  3.524  2.911
N  2.467  3.551  2.506
H  -0.802  4.748  6.032
H  -0.370  3.736  7.375
H  0.777  3.915  6.028
H  -1.887  2.484  6.226
H  -1.332  2.933  4.631
H  1.280  0.421  4.942
H  1.528  2.135  4.889
H  -0.238  -3.439  2.999
H  1.234  -2.539  3.306
H  0.428  -3.353  4.636
H  -2.763  -0.971  5.173
H  -3.030  -1.362  3.486
H  -2.552  -2.623  4.666
H  0.918  -1.836  -0.380
H  0.931  -3.288  0.600
H  1.053  -1.725  1.376
H  -1.562  2.134  -1.581
H  -2.824  0.632  -0.587
H  0.882  3.332  -2.023
H  0.525  5.586  0.493
H  1.006  3.624  3.981
H  0.505  4.345  2.499
H  2.796  2.697  2.085
H  3.088  3.872  3.230
C  -2.030  -3.608  -6.636
C  -1.666  -3.288  -5.208
O  -0.587  -3.595  -4.717
N  -2.567  -2.616  -4.452
C  -3.888  -2.137  -4.811
H  -1.199  -4.135  -7.093
H  -2.914  -4.244  -6.675
H  -2.219  -2.693  -7.200
H  -2.224  -2.440  -3.520
H  -3.932  -1.052  -4.698
H  -4.636  -2.580  -4.153
H  -4.128  -2.392  -5.837
C  4.194  -0.925  -6.192
C  3.820  -0.471  -4.801
O  4.290  0.541  -4.300
N  2.931  -1.231  -4.114
C  2.252  -2.456  -4.522
H  4.906  -0.217  -6.604
H  4.655  -1.913  -6.164
H  3.315  -0.956  -6.836
H  2.731  -0.866  -3.197
H  1.180  -2.304  -4.492
H  2.505  -3.260  -3.830
H  2.538  -2.753  -5.524

Properties
HOMO level ... -10.7 eV
Charge ... +1
Gap between HOMO and LUMO ... 0.22161 Ha
DFT total energy ... -2989.79246 a.u.

***

4.
This record from the Open Molecules 2025 dataset describes 3 unconnected molecules or ions with the total composition C19H39BFIN3O10P in a non-equilibrium geometry. The level of theory is wB97M-V/def2-TZVPD.

CARTESIAN COORDINATES (ANGSTROEM)
C  6.798  1.577  3.734
C  5.161  1.302  3.547
C  4.515  2.300  2.366
O  3.560  1.506  1.595
C  2.522  2.302  0.928
C  2.181  1.532  -0.478
N  3.409  1.766  -1.386
O  1.446  2.811  1.716
C  0.304  1.951  2.006
B  -0.219  2.553  3.494
N  -1.296  1.973  4.355
O  0.391  3.823  4.034
C  -0.825  2.233  0.858
C  -2.271  2.806  1.376
C  -1.135  1.017  -0.190
C  -2.519  0.183  0.068
C  0.642  0.384  2.332
I  1.748  0.210  4.272
N  -0.556  -0.521  2.549
C  -0.405  -1.845  1.783
C  0.316  -3.034  2.649
F  -0.654  -3.509  3.663
P  3.404  3.929  0.273
O  3.219  5.115  1.301
H  7.414  1.201  2.813
H  7.156  0.990  4.708
H  7.023  2.723  3.980
H  4.901  0.173  3.379
H  4.685  1.632  4.590
H  4.038  3.195  2.982
H  5.484  2.638  1.755
H  2.070  0.373  -0.408
H  1.300  2.091  -1.008
H  3.201  1.337  -2.338
H  4.261  1.335  -0.965
H  -1.199  0.977  4.603
H  -2.260  2.282  4.145
H  0.187  3.867  5.018
H  -0.390  3.115  0.175
H  -2.231  3.928  1.785
H  -2.874  2.082  2.074
H  -2.941  2.909  0.390
H  -0.270  0.216  -0.293
H  -1.236  1.498  -1.278
H  -2.768  0.047  1.222
H  -3.477  0.736  -0.382
H  -2.501  -0.917  -0.375
H  1.338  -0.158  1.566
H  -0.596  -0.842  3.563
H  -1.526  -2.208  1.592
H  0.069  -1.714  0.718
H  1.360  -2.714  3.069
H  0.506  -3.932  1.885
H  2.781  4.308  -0.971
H  4.811  3.673  -0.045
O  -1.320  -2.274  -1.104
C  -1.978  -3.050  -1.776
O  -1.513  -3.697  -2.885
C  -2.487  -4.662  -3.236
C  -3.742  -4.119  -2.634
O  -3.276  -3.385  -1.517
H  -2.557  -4.764  -4.323
H  -2.200  -5.627  -2.806
H  -4.269  -3.437  -3.309
H  -4.428  -4.910  -2.319
O  -5.451  -4.656  -5.644
C  -4.809  -3.785  -6.206
O  -5.299  -2.980  -7.194
C  -4.333  -1.970  -7.419
C  -3.065  -2.594  -6.934
O  -3.505  -3.489  -5.930
H  -4.289  -1.706  -8.479
H  -4.610  -1.082  -6.841
H  -2.554  -3.165  -7.717
H  -2.371  -1.858  -6.520

Properties
SMILES string ... CCCO[C@@](CN)(O[C@@](B(N)O)([C@H](C)CC)[C@@H](I)NCCF)[PH2]=O.O=C1OCCO1.O=C1OCCO1
HOMO level ... -8.7 eV
Gap between HOMO and LUMO ... 0.32351 Ha
DFT total energy ... -2427.59475 a.u.